#1
Below is a 11-piece molecular cluster, C32H93N15O11 overall, with properties calculated with wB97M-V/def2-TZVPD.

Cartesian coordinates (Å):
C  14.42  8.38  -13.69
O  13.15  8.72  -14.18
C  12.09  8.99  -13.33
C  12.13  10.48  -12.94
C  11.08  10.71  -11.84
N  11.93  11.36  -14.15
H  14.88  9.11  -13.01
H  15.03  8.39  -14.60
H  14.36  7.40  -13.21
H  11.20  8.81  -13.94
H  12.07  8.26  -12.52
H  13.17  10.54  -12.62
H  11.30  11.73  -11.54
H  11.31  10.14  -10.95
H  10.02  10.60  -12.06
H  12.62  11.16  -14.86
H  12.07  12.33  -13.93
C  8.11  10.46  -6.73
O  8.48  11.81  -6.83
C  9.95  11.95  -6.64
C  10.39  13.40  -7.11
C  9.82  13.66  -8.57
N  11.89  13.49  -7.06
H  8.53  9.84  -5.94
H  8.36  9.89  -7.62
H  7.04  10.53  -6.55
H  10.16  11.71  -5.60
H  10.43  11.18  -7.26
H  10.09  14.19  -6.43
H  10.13  12.79  -9.14
H  10.31  14.56  -8.96
H  8.73  13.78  -8.58
H  12.11  13.29  -6.09
H  12.02  14.48  -7.17
C  12.77  5.06  -12.01
O  11.64  5.52  -11.34
C  10.46  4.92  -11.77
C  9.83  5.83  -12.86
C  9.15  6.99  -12.13
N  8.88  5.18  -13.69
H  12.93  5.48  -13.00
H  12.93  3.99  -12.05
H  13.66  5.57  -11.62
H  10.56  3.89  -12.12
H  9.71  4.79  -10.99
H  10.55  6.28  -13.54
H  8.76  7.75  -12.82
H  9.87  7.59  -11.57
H  8.36  6.71  -11.43
H  9.23  4.49  -14.35
H  8.39  4.54  -13.08
C  17.98  7.57  -14.03
O  18.47  7.82  -12.65
C  17.97  9.06  -12.12
C  19.02  9.94  -11.45
C  19.81  9.24  -10.32
N  18.38  11.08  -10.98
H  18.26  8.38  -14.70
H  16.90  7.44  -14.00
H  18.40  6.62  -14.37
H  17.39  9.60  -12.87
H  17.26  8.83  -11.32
H  19.82  10.12  -12.17
H  20.57  8.68  -10.87
H  19.16  8.56  -9.77
H  20.31  10.02  -9.74
H  19.15  11.62  -10.63
H  18.03  11.61  -11.77
C  9.55  14.85  -15.38
O  9.98  16.25  -15.51
C  9.65  16.93  -16.61
C  9.87  18.47  -16.39
C  9.27  19.02  -15.09
N  9.21  19.22  -17.53
H  8.49  14.84  -15.12
H  10.26  14.44  -14.66
H  9.70  14.37  -16.35
H  10.20  16.52  -17.46
H  8.61  16.68  -16.81
H  10.93  18.75  -16.45
H  9.23  20.11  -15.12
H  10.00  18.89  -14.29
H  8.27  18.62  -14.92
H  9.43  20.17  -17.26
H  9.84  18.98  -18.28
C  9.57  6.84  -19.31
O  10.17  6.61  -17.98
C  10.67  5.34  -17.85
C  11.17  5.08  -16.42
C  12.38  5.95  -16.12
N  11.54  3.67  -16.34
H  10.21  6.71  -20.18
H  9.37  7.91  -19.29
H  8.61  6.32  -19.35
H  9.91  4.63  -18.18
H  11.41  5.04  -18.59
H  10.38  5.37  -15.73
H  12.25  6.98  -16.46
H  13.30  5.76  -16.68
H  12.83  6.10  -15.14
H  11.55  3.42  -17.32
H  10.68  3.25  -16.02
C  7.59  12.04  -11.99
O  7.53  10.58  -11.82
C  6.34  10.04  -12.31
C  5.11  10.19  -11.44
C  5.40  9.50  -10.07
N  4.02  9.47  -12.04
H  6.73  12.60  -11.61
H  7.70  12.28  -13.05
H  8.46  12.48  -11.50
H  6.10  10.42  -13.30
H  6.42  8.98  -12.55
H  4.96  11.27  -11.48
H  6.06  10.11  -9.46
H  5.73  8.50  -10.32
H  4.48  9.50  -9.49
H  3.24  9.56  -11.41
H  4.31  8.51  -12.00
N  9.18  10.54  -15.35
C  9.28  9.80  -16.38
N  10.53  9.50  -16.59
O  8.33  9.36  -17.09
H  8.25  10.70  -14.97
H  10.03  10.76  -14.85
H  11.21  9.82  -15.92
H  10.76  8.81  -17.29
N  15.75  12.88  -10.58
C  15.55  13.04  -11.91
N  14.59  13.81  -12.26
O  16.25  12.52  -12.74
H  15.25  13.39  -9.87
H  16.66  12.47  -10.44
H  13.91  14.00  -11.54
H  14.27  13.82  -13.22
N  16.34  3.34  -14.68
C  15.35  4.14  -14.93
N  14.36  3.51  -15.58
O  15.30  5.28  -14.56
H  17.11  3.85  -14.28
H  16.39  2.38  -14.97
H  14.28  2.52  -15.76
H  13.55  4.07  -15.79
N  13.85  13.68  -17.06
C  13.28  14.37  -16.10
N  12.57  15.31  -16.69
O  13.35  14.23  -14.87
H  14.65  13.07  -16.91
H  13.41  13.62  -17.96
H  11.89  15.86  -16.17
H  12.50  15.42  -17.69

Output
HOMO energy, eV: -8.77
HOMO-LUMO gap, eV: 9.20
2S+1: 1

#2
Below is a 11-piece molecular cluster, C32H93N15O11 overall, with properties calculated with wB97M-V/def2-TZVPD.

Cartesian coordinates (Å):
C  -3.52  -6.44  -0.95
O  -2.26  -7.00  -1.29
C  -1.38  -6.07  -1.90
C  -0.60  -5.16  -0.99
C  -1.39  -4.05  -0.26
N  0.52  -4.47  -1.63
H  -3.55  -5.44  -0.54
H  -4.00  -7.17  -0.29
H  -4.20  -6.52  -1.82
H  -0.76  -6.65  -2.60
H  -1.93  -5.42  -2.60
H  -0.18  -5.67  -0.11
H  -0.82  -3.43  0.42
H  -2.04  -4.55  0.47
H  -1.96  -3.41  -0.94
H  0.64  -3.61  -1.11
H  0.15  -4.07  -2.50
C  -3.31  2.60  1.45
O  -4.27  1.64  1.80
C  -5.41  1.71  0.95
C  -6.52  0.92  1.61
C  -7.44  0.31  0.54
N  -7.35  1.81  2.43
H  -2.89  2.39  0.45
H  -2.41  2.50  2.06
H  -3.64  3.64  1.38
H  -5.76  2.72  0.73
H  -5.13  1.24  0.00
H  -6.22  0.11  2.28
H  -8.19  -0.30  1.05
H  -7.03  -0.10  -0.38
H  -8.12  1.07  0.12
H  -6.77  2.13  3.20
H  -8.17  1.47  2.92
C  4.08  2.15  -1.81
O  5.26  2.76  -1.42
C  5.81  3.71  -2.30
C  6.98  4.45  -1.68
C  6.64  5.01  -0.30
N  7.46  5.48  -2.57
H  4.13  1.59  -2.76
H  3.26  2.82  -2.11
H  3.68  1.39  -1.14
H  6.10  3.18  -3.21
H  5.07  4.45  -2.66
H  7.77  3.70  -1.54
H  6.30  4.16  0.30
H  5.81  5.72  -0.36
H  7.38  5.65  0.19
H  6.82  6.27  -2.64
H  8.24  5.97  -2.14
C  2.53  -4.79  -4.57
O  3.36  -3.65  -4.46
C  3.40  -3.19  -3.11
C  4.23  -1.91  -3.03
C  4.48  -1.49  -1.56
N  3.53  -0.82  -3.72
H  2.59  -5.07  -5.62
H  1.47  -4.56  -4.37
H  2.79  -5.66  -3.97
H  2.49  -2.97  -2.54
H  3.89  -4.01  -2.58
H  5.20  -2.07  -3.51
H  3.65  -1.01  -1.02
H  5.23  -0.70  -1.64
H  4.73  -2.30  -0.88
H  2.75  -0.64  -3.08
H  3.14  -1.26  -4.55
C  -0.97  3.59  -2.34
O  -0.82  3.84  -0.95
C  -1.37  5.09  -0.59
C  -0.83  5.74  0.69
C  -1.50  7.04  1.09
N  0.64  5.82  0.71
H  -0.17  4.19  -2.79
H  -1.96  3.81  -2.75
H  -0.61  2.58  -2.53
H  -1.17  5.80  -1.41
H  -2.46  5.01  -0.49
H  -1.01  4.98  1.47
H  -1.27  7.30  2.12
H  -2.59  6.99  0.98
H  -1.21  7.81  0.37
H  1.07  4.90  0.66
H  0.84  6.13  -0.25
C  2.56  2.28  1.40
O  2.37  3.34  2.33
C  1.08  3.27  2.90
C  0.90  4.41  3.88
C  1.91  4.36  5.03
N  -0.44  4.46  4.42
H  2.20  1.27  1.56
H  3.65  2.28  1.32
H  2.24  2.59  0.40
H  0.29  3.17  2.15
H  1.12  2.37  3.54
H  1.06  5.35  3.34
H  2.90  4.07  4.66
H  1.60  3.54  5.69
H  1.98  5.29  5.59
H  -0.51  5.22  5.09
H  -0.60  3.64  5.01
C  0.94  -7.58  3.81
O  1.41  -6.24  3.97
C  1.05  -5.40  2.91
C  1.42  -3.96  3.29
C  2.87  -3.70  3.75
N  0.48  -3.40  4.26
H  -0.06  -7.78  4.19
H  1.71  -8.24  4.20
H  0.89  -7.79  2.74
H  1.57  -5.51  1.95
H  -0.01  -5.33  2.65
H  1.23  -3.36  2.40
H  3.06  -2.67  4.02
H  3.53  -3.88  2.89
H  3.23  -4.36  4.54
H  0.56  -3.85  5.17
H  0.73  -2.44  4.47
N  -5.65  -0.46  -2.75
C  -4.50  -1.02  -2.21
N  -3.42  -0.23  -2.40
O  -4.42  -2.09  -1.62
H  -5.74  0.50  -3.00
H  -6.49  -1.02  -2.74
H  -3.48  0.65  -2.86
H  -2.58  -0.62  -1.99
N  -3.84  -1.31  3.41
C  -3.33  -1.99  2.33
N  -4.29  -2.32  1.44
O  -2.13  -2.24  2.24
H  -3.39  -1.26  4.30
H  -4.55  -0.65  3.15
H  -5.22  -1.95  1.55
H  -4.09  -2.83  0.59
N  0.27  -1.19  0.84
C  0.21  -0.21  -0.09
N  -1.06  0.27  -0.30
O  1.18  0.10  -0.76
H  1.16  -1.66  0.83
H  -0.51  -1.44  1.44
H  -1.81  -0.01  0.31
H  -1.18  1.20  -0.67
N  -0.11  0.33  -3.63
C  -0.07  -0.86  -4.32
N  0.41  -0.79  -5.57
O  -0.48  -1.90  -3.79
H  0.24  1.15  -4.08
H  -0.34  0.30  -2.66
H  0.68  -1.63  -6.06
H  0.67  0.05  -6.03

Output
HOMO energy, eV: -8.64
HOMO-LUMO gap, eV: 8.68
2S+1: 1

#2 ends up most stable, edging out the next structure by 223.5 kJ/mol.